1.
Formula: C18H13Cl3N4S4SbTi
Source: OMol25
Level of theory: ωB97M-V with the def2-TZVPD basis set

Lowest unoccupied orbital energy (spin up / spin down) ... -0.424 / -1.626 eV
<S²> ... 3.7806
ΔE to the lowest compared entry with this formula, charge and spin ... 7.66 kcal/mol
Spin multiplicity ... 4
Gap between HOMO and LUMO (spin up / spin down) ... 5.5 / 5.9 eV

Last column: Mulliken spin population.
Cartesian coordinates (Å):
1 Ti 0.31926 0.55604 1.61501  1.499
2 C 1.35720 -3.76268 1.47563  -0.006
3 C 0.29722 -3.76803 2.37094  0.005
4 C -0.99697 -3.57826 1.91027  -0.006
5 C -1.23220 -3.35906 0.55972  0.007
6 C -0.17320 -3.36478 -0.33646  0.005
7 C 1.11898 -3.58070 0.12247  0.018
8 H 2.36853 -3.90600 1.83319  -0.002
9 H 0.47715 -3.92809 3.42552  0.002
10 H -1.82641 -3.62049 2.60577  -0.001
11 H -2.24420 -3.20957 0.20129  0.001
12 H -0.35443 -3.21733 -1.39378  -0.002
13 H 1.94294 -3.60137 -0.57943  -0.005
14 S 2.43039 1.78378 2.28439  0.533
15 Sb 1.14841 1.63464 4.34182  -0.018
16 S 0.48071 -0.59503 3.84175  0.013
17 S -0.49269 2.63402 2.89995  0.538
18 N -1.99435 1.91083 -1.65489  0.011
19 C -0.88789 2.63623 -2.07031  0.002
20 C -0.66747 3.46565 -3.16238  0.006
21 C 0.58547 4.04126 -3.25522  -0.005
22 C 1.58059 3.80551 -2.29623  0.000
23 C 1.35964 2.98125 -1.21249  -0.018
24 C 0.10454 2.38763 -1.11398  0.040
25 N -0.39468 1.52523 -0.15781  -0.058
26 C -1.63378 1.26670 -0.51081  0.047
27 C -2.45700 0.45111 0.35785  0.059
28 C -3.79872 0.20948 0.35139  0.001
29 S -4.22810 -0.66702 1.75786  0.005
30 C -2.60114 -0.64893 2.27223  0.051
31 N -1.78296 -0.06289 1.44858  -0.054
32 H -2.88613 1.85858 -2.11209  0.000
33 H -1.43371 3.65521 -3.90145  0.000
34 H 0.80361 4.69705 -4.08687  0.000
35 H 2.54240 4.28637 -2.40937  0.000
36 H 2.11486 2.80389 -0.45787  -0.008
37 H -4.53581 0.51420 -0.37102  0.001
38 H -2.26030 -1.08587 3.20017  -0.003
39 Cl 2.38544 -0.18596 -3.09414  0.021
40 C 3.23199 -0.54327 -1.56569  0.025
41 Cl 4.07210 -2.10985 -1.71843  0.027
42 Cl 4.44189 0.72445 -1.23234  0.029
43 C 2.26713 -0.58283 -0.50011  0.378
44 N 1.45171 -0.45108 0.31733  -0.138

---

2.
Formula: C18H13N3O3Re
Source: OMol25
Level of theory: ωB97M-V with the def2-TZVPD basis set

Lowest unoccupied orbital energy (spin up / spin down) ... -8.571 / -9.559 eV
<S²> ... 3.8690
ΔE to the lowest compared entry with this formula, charge and spin ... 0.00 kcal/mol
Spin multiplicity ... 4
Gap between HOMO and LUMO (spin up / spin down) ... 6.2 / 5.5 eV
Charge ... +2

Last column: Mulliken spin population.
Cartesian coordinates (Å):
1 Re 0.10012 -0.28523 0.39398  2.707
2 C -0.92897 -0.85685 3.36704  0.005
3 O -0.47155 0.12398 2.37762  0.020
4 C -0.85092 1.47936 2.52440  0.024
5 C -1.57460 1.96169 3.58514  0.006
6 C -1.87283 3.32340 3.59320  -0.012
7 C -1.46020 4.15035 2.56047  0.003
8 C -0.73918 3.64271 1.49022  -0.006
9 C -0.42743 2.29372 1.47446  -0.044
10 N 0.29327 1.64284 0.41945  -0.064
11 N 0.85522 2.43496 -0.46461  -0.075
12 C 1.56400 2.00479 -1.48674  0.052
13 C 1.85734 0.60933 -1.77027  0.013
14 O 1.40433 -0.34065 -0.95754  -0.032
15 C 2.64476 0.24951 -2.84252  0.025
16 C 3.15122 1.23019 -3.68066  0.091
17 C 2.91639 2.60267 -3.47248  -0.001
18 C 3.46608 3.55945 -4.34755  0.078
19 C 3.24494 4.90146 -4.13290  -0.007
20 C 2.47400 5.30403 -3.04406  0.032
21 C 1.91818 4.37854 -2.17031  0.043
22 C 2.12985 3.01968 -2.36959  -0.006
23 H -0.55373 -0.54935 4.33884  -0.001
24 H -0.48678 -1.80386 3.07549  0.002
25 H -2.01442 -0.90651 3.33901  0.004
26 H -1.90237 1.32792 4.39570  0.000
27 H -2.43606 3.73267 4.42012  -0.001
28 H -1.70927 5.20166 2.58349  0.000
29 H -0.42461 4.27862 0.67673  0.001
30 H 2.85361 -0.79750 -3.01342  0.003
31 H 3.75616 0.93056 -4.52846  0.000
32 H 4.06344 3.22361 -5.18538  0.001
33 H 3.66592 5.63938 -4.80103  0.001
34 H 2.30312 6.35833 -2.87219  -0.001
35 H 1.32358 4.71996 -1.33636  0.012
36 O -3.49958 -2.10122 -0.68245  0.060
37 C -2.50762 -1.74506 -0.23531  0.034
38 N -1.45789 -1.35683 0.26214  0.032

---

3.
Formula: C18H13N3O3S
Source: OMol25
Level of theory: ωB97M-V with the def2-TZVPD basis set

Lowest unoccupied orbital energy ... 0.217 eV
SMILES ... O=C(Cc1cccs1)Nc1cccc(-c2nnc(-c3ccco3)o2)c1
ΔE to the lowest compared entry with this formula, charge and spin ... 0.92 kcal/mol
Spin multiplicity ... 1
Gap between HOMO and LUMO ... 8.3 eV

Last column: natural (NBO) charge in e.
Cartesian coordinates (Å):
1 O -1.15556 1.72828 0.74544  -0.594
2 C -0.11063 2.24624 1.05524  0.695
3 N 1.10468 1.63447 1.05776  -0.610
4 C 1.43362 0.32774 0.69093  0.159
5 C 0.48782 -0.59081 0.25340  -0.250
6 C 0.89273 -1.87672 -0.09448  -0.024
7 C 2.23261 -2.25295 -0.00598  -0.204
8 C 3.16482 -1.33135 0.42936  -0.197
9 C 2.77399 -0.05011 0.77487  -0.228
10 H 3.50909 0.66765 1.11208  0.207
11 H 4.20559 -1.60843 0.50067  0.219
12 H 2.51219 -3.25633 -0.28143  0.237
13 C -0.07921 -2.83957 -0.55773  0.423
14 N 0.14709 -4.07499 -0.90323  -0.278
15 N -1.02026 -4.61063 -1.27304  -0.277
16 C -1.92487 -3.67896 -1.14053  0.421
17 C -3.31856 -3.80702 -1.42795  0.177
18 C -4.02076 -4.89244 -1.89639  -0.235
19 C -5.35904 -4.46547 -2.00279  -0.318
20 C -5.37271 -3.16293 -1.59481  0.111
21 O -4.14783 -2.75724 -1.24652  -0.369
22 H -6.16687 -2.44727 -1.51245  0.207
23 H -6.19611 -5.04340 -2.33591  0.233
24 H -3.60966 -5.85275 -2.12516  0.243
25 O -1.38964 -2.52562 -0.68728  -0.386
26 H -0.54964 -0.30879 0.18297  0.267
27 H 1.89281 2.20854 1.33358  0.412
28 C -0.03432 3.70439 1.53381  -0.535
29 C 1.17346 4.42099 1.04483  -0.198
30 C 2.34032 4.66145 1.70788  -0.287
31 C 3.30363 5.32482 0.91382  -0.255
32 C 2.85916 5.56958 -0.34331  -0.404
33 S 1.25478 5.00019 -0.58861  0.450
34 H 3.37200 6.05458 -1.14951  0.239
35 H 4.27863 5.60576 1.26901  0.228
36 H 2.50305 4.39384 2.73797  0.225
37 H -0.03850 3.68894 2.62746  0.245
38 H -0.94793 4.19633 1.19601  0.252

---

4.
Formula: C18H14BCl2N2O6
Source: OMol25
Level of theory: ωB97M-V with the def2-TZVPD basis set

Lowest unoccupied orbital energy ... -0.277 eV
ΔE to the lowest compared entry with this formula, charge and spin ... 0.00 kcal/mol
Spin multiplicity ... 1
Gap between HOMO and LUMO ... 3.9 eV
Charge ... -1

Last column: natural (NBO) charge in e.
Cartesian coordinates (Å):
1 N 3.14080 -0.45845 2.37146  -0.244
2 C 2.05377 -0.02011 2.29992  0.278
3 C 0.75659 0.49473 2.34888  -0.032
4 C -0.11175 -0.09606 3.23604  -0.186
5 C -0.03809 -1.48382 3.50682  0.274
6 N -0.02249 -2.61613 3.79548  -0.244
7 C -1.28601 0.61086 3.75337  0.507
8 O -2.33488 0.03354 3.98612  -0.460
9 C -1.11456 2.09528 3.86350  -0.113
10 Cl -1.95142 2.88034 5.12141  0.087
11 C -0.35573 2.72643 2.93171  -0.128
12 Cl -0.44094 4.40515 2.66879  0.093
13 C 0.68233 1.98100 2.15008  0.508
14 O 1.47587 2.55101 1.41782  -0.428
15 C 3.44838 -2.92688 -3.80919  -0.640
16 C 2.95328 -2.20795 -2.65383  0.247
17 C 3.58867 -1.94494 -1.45641  -0.336
18 C 2.66921 -1.20953 -0.69190  -0.353
19 C 1.49111 -1.09415 -1.38726  0.120
20 B -0.03908 -0.37574 -1.36104  0.946
21 O -1.05750 -1.46521 -1.39622  -0.712
22 C -2.31043 -0.88140 -1.15891  -0.042
23 C -2.16300 0.66629 -0.99595  -0.135
24 C -3.44811 1.39524 -0.60966  -0.606
25 C -1.42463 1.24050 -2.25173  -0.047
26 O -0.18038 0.60474 -2.43454  -0.708
27 C -1.15831 0.85602 0.17013  -0.050
28 O 0.08381 0.25498 -0.07657  -0.722
29 O 1.67914 -1.71319 -2.61889  -0.427
30 H 4.46714 -3.21611 -3.54542  0.211
31 H 2.86712 -3.83329 -4.01050  0.206
32 H 3.49691 -2.32248 -4.72432  0.205
33 H 4.57718 -2.27010 -1.19121  0.201
34 H 2.88070 -0.79674 0.28402  0.210
35 H -2.98861 -1.11190 -1.99809  0.152
36 H -2.74606 -1.29313 -0.22769  0.148
37 H -3.27028 2.48291 -0.58922  0.205
38 H -4.27356 1.18720 -1.30238  0.209
39 H -3.77077 1.11089 0.40662  0.208
40 H -2.00753 1.07538 -3.17481  0.158
41 H -1.28332 2.33236 -2.11715  0.148
42 H -0.97906 1.92394 0.36238  0.150
43 H -1.55550 0.42850 1.10833  0.140